[1]
C17H31MnN5O4PS | ωB97M-V with the def2-TZVPD basis set

```
60
Properties=species:S:1:pos:R:3:lowdin_spin:R:1
C -2.845 0.897 -2.151 0.00
C 2.341 -2.813 3.873 0.00
H -2.669 0.010 3.234 0.00
H -2.999 0.127 1.489 0.00
C -1.764 -1.058 -1.999 0.00
H 2.370 -0.082 3.991 0.00
H -4.094 2.558 -2.430 0.00
O -1.089 -1.719 1.802 0.00
C 2.573 0.779 -0.427 0.00
H -0.200 1.360 -1.167 0.00
H -2.640 -3.496 0.746 0.00
H 4.025 -0.581 3.636 0.00
H -4.193 -0.590 2.572 0.00
H -2.381 2.973 -2.278 0.00
C 5.906 0.591 -2.200 0.00
H 2.027 1.420 0.256 0.00
O 0.057 0.445 1.816 0.01
N 1.960 -0.365 -0.777 0.00
C 3.835 1.119 -0.863 0.00
C -3.124 -0.493 2.381 0.00
C -2.593 -2.733 3.410 0.00
C 3.895 -0.930 -2.053 0.00
P -0.024 -0.831 2.678 0.00
N -2.814 -1.107 -2.819 0.00
H 1.617 -2.427 4.588 0.00
H 1.995 -3.774 3.491 0.00
H -3.181 -1.937 0.099 0.00
H 3.053 -3.322 1.253 0.00
H -4.197 -2.816 1.244 0.00
H 2.122 -2.121 -1.845 0.00
O 1.235 -1.677 2.047 0.00
H -2.071 -2.265 4.241 0.00
H 5.850 1.397 -2.934 0.00
H -1.191 1.105 0.155 0.00
H 3.289 -2.969 4.389 0.00
O -0.179 -0.807 4.125 0.00
H -3.638 -2.876 3.687 0.00
H -3.310 2.513 -0.842 0.00
H 6.539 0.937 -1.383 0.00
H 4.274 2.053 -0.539 0.00
H 3.073 0.235 2.391 0.00
C 2.544 -1.834 2.729 0.00
C 3.025 -0.477 3.215 0.00
H -2.154 -3.712 3.215 0.00
N -0.795 0.687 -0.690 -0.01
S -0.664 -2.238 -1.534 0.01
C -2.520 -1.871 2.160 0.00
N -3.484 0.082 -2.921 0.00
Mn 0.258 -0.847 0.253 0.98
N -1.783 0.231 -1.561 0.00
C -3.167 -2.574 0.985 0.00
C 3.469 -2.407 1.674 0.00
H 4.381 -1.652 -2.695 0.00
H 6.381 -0.266 -2.672 0.00
H -3.133 -1.911 -3.334 0.00
H 3.651 -1.687 0.875 0.00
C -3.172 2.320 -1.907 0.00
C 2.628 -1.203 -1.577 0.00
H 4.429 -2.647 2.133 0.00
C 4.535 0.253 -1.702 0.00
```

Properties
* HOMO energy (alpha / beta): -0.43208 / -0.42447 Eh
* energy relative to the best compared isomer or geometry (same formula, charge and spin): 8.5 kcal/mol
* 2S+1: 2
* ⟨S²⟩: 0.843
* charge: +1
* frontier orbital gap (alpha / beta): 0.3390 / 0.3321 Ha

[2]
C5H8FNS | ωB97M-V with the def2-TZVPD basis set

```
16
Properties=species:S:1:pos:R:3:nbo_charge:R:1
H -1.925 -2.381 1.039 0.24
C -0.737 0.765 -0.023 0.25
H 1.131 1.812 0.346 0.23
C 1.491 -0.171 -0.370 -0.27
S 3.113 -0.121 -0.042 -0.04
C -1.298 -0.598 -0.249 0.16
H -2.762 1.370 0.018 0.43
H -1.556 2.519 0.590 0.39
H -0.714 -1.129 -0.916 0.18
C 0.589 0.807 0.151 -0.40
F -2.540 -0.513 -0.964 -0.39
H -1.635 -0.722 1.905 0.23
H -0.330 -1.448 1.347 0.24
H 1.117 -1.125 -0.759 0.19
C -1.356 -1.357 1.045 -0.65
N -1.773 1.568 0.351 -0.78
```

Properties
* HOMO energy: -0.30535 Eh
* energy relative to the best compared isomer or geometry (same formula, charge and spin): 25.8 kcal/mol
* frontier orbital gap: 0.2926 Ha